1.
{
  "formula": "C40H33N4O4S2SeTeW",
  "method": "wB97M-V/def2-TZVPD",
  "symbols": ["W", "O", "C", "C", "C", "C", "C", "C", "C", "O", "N", "N", "C", "S", "C", "C", "S", "H", "H", "H", "H", "H", "H", "H", "H", "H", "C", "C", "C", "C", "C", "O", "C", "C", "C", "C", "C", "C", "C", "O", "C", "C", "C", "N", "C", "C", "Te", "C", "C", "C", "C", "C", "C", "C", "C", "C", "C", "C", "C", "H", "H", "H", "H", "H", "H", "H", "H", "H", "H", "H", "H", "H", "H", "H", "H", "H", "H", "H", "H", "H", "H", "H", "H", "Se", "C", "N"],
  "coordinates": [[0.4385, -1.0721, -0.5794], [4.7719, -1.9634, 2.8300], [5.3090, -1.6485, 1.6367], [6.6949, -1.4981, 1.5874], [7.3157, -1.1808, 0.4000], [6.5809, -0.9951, -0.7736], [5.2140, -1.1287, -0.7316], [4.5549, -1.4548, 0.4656], [3.1012, -1.5413, 0.4586], [2.4574, -1.1006, -0.6020], [2.4438, -1.9295, 1.5239], [1.0991, -1.7458, 1.3001], [0.2355, -2.0237, 2.2229], [0.6380, -2.6104, 3.7862], [-1.0964, -2.7357, 4.3207], [-1.9097, -1.6871, 3.5759], [-1.4478, -1.8546, 1.8307], [3.8104, -2.0816, 2.7238], [7.2565, -1.6467, 2.4989], [8.3925, -1.0753, 0.3804], [7.0780, -0.7479, -1.7001], [4.6199, -0.9770, -1.6215], [-1.1224, -2.5573, 5.3949], [-1.4570, -3.7422, 4.1139], [-1.6862, -0.6773, 3.9199], [-2.9791, -1.8769, 3.6528], [-4.6630, 3.3204, -1.7005], [-3.7880, 2.1008, -1.6242], [-4.2217, 0.8742, -2.1142], [-3.4403, -0.2801, -2.0422], [-3.9394, -1.5356, -2.7070], [-4.4823, -1.4408, -3.7836], [-3.7615, -2.8525, -2.0359], [-3.6809, -4.0006, -2.8172], [-3.5413, -5.2375, -2.2108], [-3.5100, -5.3339, -0.8255], [-3.6141, -4.1918, -0.0430], [-3.7290, -2.9512, -0.6505], [-2.1868, -0.1584, -1.4686], [-1.3347, -1.2208, -1.3490], [-1.7024, 1.0571, -1.0111], [-2.5024, 2.1847, -1.0815], [-0.2891, 0.9997, -0.5764], [0.7262, 0.7372, -1.4761], [0.5109, 0.8674, -2.9245], [0.6489, 2.3113, -3.3707], [2.3874, 3.3567, -2.7154], [1.5097, 4.1628, -0.9838], [2.2750, 4.2596, 0.1753], [1.7436, 4.8261, 1.3268], [0.4346, 5.2819, 1.3401], [-0.3295, 5.1988, 0.1842], [0.2094, 4.6593, -0.9758], [0.1616, 1.2997, 0.8064], [-0.7638, 1.5067, 1.8479], [-0.3142, 1.6394, 3.1416], [1.0526, 1.5469, 3.4348], [1.9716, 1.3835, 2.4176], [1.5316, 1.2879, 1.0993], [-5.6359, 3.0809, -2.1246], [-4.2079, 4.0909, -2.3247], [-4.8245, 3.7520, -0.7117], [-5.1947, 0.7916, -2.5828], [-3.7248, -3.9073, -3.8940], [-3.4621, -6.1297, -2.8168], [-3.4088, -6.3030, -0.3546], [-3.6075, -4.2736, 1.0364], [-3.8166, -2.0506, -0.0529], [-2.1195, 3.1338, -0.7224], [-0.4708, 0.4885, -3.2343], [1.2768, 0.2542, -3.4070], [-0.2124, 2.8919, -3.0428], [0.6698, 2.3556, -4.4588], [3.2927, 3.8879, 0.1879], [2.3534, 4.9027, 2.2178], [0.0186, 5.7193, 2.2380], [-1.3405, 5.5874, 0.1741], [-0.3870, 4.6560, -1.8803], [-1.8212, 1.5591, 1.6218], [-1.0205, 1.8289, 3.9403], [1.3894, 1.6319, 4.4595], [3.0314, 1.3453, 2.6320], [2.2381, 1.2118, 0.2815], [0.4265, -5.6169, -2.3088], [0.4284, -4.0417, -1.6342], [0.4473, -2.9536, -1.1406]],
  "multiplicity": 1,
  "charge": 1,
  "e_homo_ev": [-9.984, -9.984],
  "total_energy_ev": -152295.5298,
  "de_lowest_ev": 0.0000,
  "molar_mass_g_mol": 1088.26,
  "gap_ha": [0.1714, 0.1708]
}

=====

2.
{
  "formula": "C22H44Cl2NO2PRe",
  "method": "wB97M-V/def2-TZVPD",
  "symbols": ["C", "C", "C", "C", "C", "C", "C", "C", "C", "C", "Re", "Cl", "Cl", "O", "H", "H", "H", "H", "H", "H", "H", "H", "H", "H", "H", "H", "H", "H", "H", "H", "O", "H", "C", "C", "C", "C", "P", "N", "C", "C", "C", "C", "C", "C", "C", "C", "H", "H", "H", "H", "H", "H", "H", "H", "H", "H", "H", "H", "H", "H", "H", "H", "H", "H", "H", "H", "H", "H", "H", "H", "H", "H", "H"],
  "coordinates": [[0.1934, -0.9755, -4.2669], [1.0433, 0.1462, -4.4957], [0.2249, 1.2949, -4.6710], [2.5193, 0.1417, -4.5333], [-1.1305, 0.8946, -4.5260], [-1.1563, -0.5096, -4.3057], [-2.3772, -1.3259, -4.1826], [0.6314, -2.3633, -4.0538], [0.7074, 2.6484, -5.0095], [-2.3150, 1.7647, -4.6456], [0.3455, 0.1686, -0.9054], [1.4877, 1.9883, -1.2831], [2.2714, -1.1608, -1.1580], [-1.3370, 1.0521, -1.4968], [2.9076, -0.8780, -4.4630], [2.9437, 0.7278, -3.7033], [2.8791, 0.5820, -5.4751], [1.6025, 2.9080, -4.4317], [-0.0669, 3.3986, -4.8174], [0.9698, 2.7105, -6.0768], [-2.0900, 2.7870, -4.3149], [-3.1436, 1.3778, -4.0402], [-2.6617, 1.8225, -5.6895], [-3.1601, -0.7756, -3.6422], [-2.1751, -2.2625, -3.6523], [-2.7839, -1.5802, -5.1748], [1.5836, -2.3948, -3.5088], [0.7659, -2.8855, -5.0159], [-0.1037, -2.9141, -3.4562], [-1.2715, 2.0121, -1.6266], [-0.7974, -1.7898, -1.0937], [-1.7175, -1.5153, -1.2477], [-1.9555, 0.1759, 4.3109], [-1.6774, -0.0541, 2.8135], [-2.2824, -1.3903, 2.3580], [-2.3753, 1.0461, 1.9927], [0.1573, -0.0889, 2.5291], [0.2675, 0.0985, 0.7890], [1.1110, 1.4154, 3.0352], [1.3372, 1.3925, 4.5547], [2.4700, 1.5110, 2.3119], [0.3027, 2.6560, 2.6281], [0.9650, -1.7231, 2.8670], [0.4807, -2.8127, 1.8935], [2.4813, -1.6043, 2.6668], [0.6627, -2.1387, 4.3197], [-3.0378, 0.0633, 4.4736], [-1.6808, 1.1887, 4.6358], [-1.4494, -0.5543, 4.9566], [-3.3788, -1.2978, 2.3945], [-2.0082, -1.6240, 1.3181], [-2.0196, -2.2232, 3.0216], [-2.1498, 2.0568, 2.3414], [-2.1526, 0.9742, 0.9208], [-3.4601, 0.9048, 2.1139], [2.0222, 0.5918, 4.8643], [1.7977, 2.3498, 4.8393], [0.4019, 1.2946, 5.1207], [2.3547, 1.4497, 1.2242], [2.8998, 2.4955, 2.5453], [3.1922, 0.7647, 2.6464], [0.0671, 2.6456, 1.5543], [-0.6089, 2.7778, 3.2239], [0.9242, 3.5443, 2.8130], [0.5826, -2.5066, 0.8456], [1.1131, -3.6998, 2.0469], [-0.5500, -3.1244, 2.0704], [2.9551, -0.9524, 3.4101], [2.9164, -2.6051, 2.8081], [2.7198, -1.2891, 1.6402], [0.9607, -1.3702, 5.0470], [-0.3940, -2.3900, 4.4780], [1.2488, -3.0432, 4.5393]],
  "multiplicity": 4,
  "charge": -2,
  "e_homo_ev": [1.985, -0.170],
  "total_energy_ev": -65576.0887,
  "molar_mass_g_mol": 642.69,
  "gap_ha": [0.0978, 0.1758]
}

=====

3.
{
  "formula": "CN2O2",
  "method": "wB97M-V/def2-TZVPD",
  "symbols": ["C", "N", "N", "O", "O"],
  "coordinates": [[1.1514, 0.7237, 0.1727], [2.1602, 1.2435, 0.2663], [-0.8856, -0.5241, -0.1183], [-0.6970, -1.6390, 0.1539], [-1.7289, 0.1959, -0.4746]],
  "multiplicity": 1,
  "e_homo_ev": [-12.092, -11.301],
  "total_energy_ev": -8105.1061,
  "de_lowest_ev": 8.6773,
  "molar_mass_g_mol": 72.02,
  "gap_ha": [0.3406, 0.2876]
}

=====

4.
{
  "formula": "C14H11Cl2F3O3S2Tl",
  "method": "wB97M-V/def2-TZVPD",
  "symbols": ["Tl", "C", "C", "C", "C", "C", "C", "C", "H", "H", "H", "H", "H", "H", "H", "H", "Cl", "C", "C", "C", "C", "C", "Cl", "C", "S", "H", "H", "H", "F", "C", "F", "F", "S", "O", "O", "O"],
  "coordinates": [[0.1209, -0.1503, -0.6778], [1.4347, 3.7965, -0.1457], [1.6312, 2.5157, 0.6101], [2.7220, 1.6917, 0.3415], [2.9171, 0.5153, 1.0487], [2.0217, 0.1401, 2.0392], [0.9185, 0.9413, 2.3005], [0.7291, 2.1229, 1.5952], [2.0705, 4.5776, 0.2752], [0.3970, 4.1132, -0.0859], [1.6971, 3.6656, -1.1938], [3.4245, 1.9768, -0.4294], [3.7521, -0.1278, 0.8135], [2.1881, -0.7664, 2.6008], [0.2153, 0.6570, 3.0698], [-0.1206, 2.7495, 1.8208], [-1.9367, -1.6383, 0.7262], [-1.6382, -3.3360, 0.4067], [-2.7385, -4.1555, 0.2852], [-2.5749, -5.5074, 0.0284], [-1.2960, -6.0230, -0.1109], [-0.2052, -5.1887, 0.0070], [1.3722, -5.8797, -0.1512], [-0.3162, -3.8058, 0.2637], [1.0677, -2.8122, 0.4186], [-3.7240, -3.7268, 0.3928], [-3.4361, -6.1532, -0.0507], [-1.1466, -7.0738, -0.3128], [-3.3714, 1.0545, -3.7644], [-2.4153, 1.0192, -2.8360], [-1.5356, 1.9896, -3.1368], [-1.7514, -0.1499, -2.9997], [-3.1264, 1.1195, -1.0880], [-3.7870, -0.1472, -0.9736], [-3.9634, 2.2839, -1.1445], [-1.9259, 1.2964, -0.2798]],
  "multiplicity": 1,
  "charge": -1,
  "e_homo_ev": -4.299,
  "total_energy_ev": -80404.0598,
  "de_lowest_ev": 0.6062,
  "molar_mass_g_mol": 623.66,
  "gap_ha": 0.2540
}

=====

Question: Which value of multiplicity does entry 4 give?
Answer: 1